1.
Entry from the Open Molecules 2025 dataset: 5 unconnected molecules or ions with the total composition C18H28BF4NO12 at a distorted geometry (ωB97M-V/def2-TZVPD).

Element x y z (Å)
H 9.682 -4.592 -0.089
C 1.295 0.564 1.107
H -4.072 -1.319 -0.033
H -0.228 1.964 0.507
O -8.239 1.464 -0.393
H -9.261 3.280 -0.431
H -3.404 -0.704 2.879
C -1.658 0.967 -3.649
H -1.663 -1.617 -1.887
C -8.641 2.609 1.538
O -0.777 0.219 -4.370
C 7.901 -3.567 -0.854
H 7.341 -3.905 0.016
C -0.201 0.953 0.945
C -9.195 2.370 0.161
H -4.056 2.826 0.423
O 4.218 -1.575 0.045
O 6.168 -0.897 0.922
F 9.086 -5.366 -1.839
H -0.356 0.958 2.999
H -4.304 1.692 2.458
H -4.906 1.315 0.070
H 7.575 0.346 0.054
H -3.063 -2.175 1.114
O 10.017 -3.312 -1.666
H -2.399 -0.779 0.283
H -10.177 1.893 0.191
C -3.589 1.201 1.771
O -8.006 1.376 1.833
O 4.812 0.599 -0.056
C -3.817 -0.328 1.935
H -3.172 1.517 -0.408
N -0.952 0.807 2.196
C 6.875 0.343 0.892
H 1.581 -0.077 0.265
H -4.900 -0.484 2.001
H 1.483 -0.018 2.016
H -7.909 3.418 1.596
H 5.294 1.669 1.636
O 8.326 -2.210 -0.696
O -2.236 0.229 -2.668
H 7.429 0.500 1.815
H -0.636 0.264 0.207
H 0.356 -0.805 -2.990
O -1.884 2.110 -3.845
C 4.992 -0.709 0.279
H -2.082 2.786 2.739
C 5.759 1.332 0.707
C -0.528 -0.954 -3.614
F 6.163 2.409 -0.011
C -7.622 0.844 0.642
C -3.934 1.737 0.343
C 9.209 -4.287 -1.025
B -2.140 1.682 2.269
F -0.310 -1.992 -4.463
C -3.314 -1.169 0.744
H -2.563 -1.672 -3.415
H 1.960 1.434 1.078
C -1.809 -1.124 -2.846
F -9.627 2.828 2.446
O 10.135 -1.080 -1.393
C 9.550 -2.100 -1.268
H 7.265 -3.649 -1.737
O -6.842 -0.037 0.523

LUMO energy (eV): 0.440
Energy above the lowest of the compared OMol25 structures with the same formula, charge and spin (kcal per mole): 0.0
Structure (SMILES): O=C1OC[C@@H](F)O1.O=C1OC[C@@H](F)O1.O=C1OC[C@@H](F)O1.O=C1OC[C@@H](F)O1.CCNB[C@@H](C)CC

Results of the Löwdin charge analysis, in e, for atoms 1 through 2:
1 H 0.175
2 C -0.080

***

2.
Entry from the Open Molecules 2025 dataset: a molecular structure, C18H28BrOSi2V (ωB97M-V/def2-TZVPD).

Element x y z (Å)
H -2.945 1.874 -2.948
H -3.243 2.699 -1.402
O 0.985 -1.543 -2.443
H 0.253 3.834 -0.314
C 1.225 -2.944 1.909
Si -0.856 1.998 -1.575
H 3.064 -0.476 4.567
H -3.285 -2.481 -0.469
H 1.905 -2.552 3.891
C 3.494 1.131 3.238
C -1.376 -0.002 2.004
C 2.286 -0.869 2.597
H -1.631 1.036 2.222
H 1.549 -2.172 -4.309
H -1.406 -0.374 -2.031
C 1.071 -2.445 0.609
C 2.744 0.861 1.005
C 1.793 -2.165 2.885
H -4.125 0.272 -0.903
H 1.997 -3.245 -2.955
C -0.319 2.941 -0.052
H -0.345 1.755 -3.958
C 1.450 -1.148 0.297
H 4.016 1.719 3.981
C 0.283 1.976 -3.092
H -1.829 -0.617 2.786
H 0.266 2.360 0.664
C 2.136 -0.369 1.280
C -2.520 2.545 -2.201
H -1.573 -2.846 -0.494
C 3.402 1.623 1.923
Si -2.102 -0.508 0.362
C 1.220 -2.605 -3.367
C 2.961 -0.087 3.562
H 1.131 1.274 -3.173
H -2.354 3.512 -2.689
C -0.963 0.081 -1.129
H 0.718 2.968 -3.241
H -3.741 1.394 0.421
H -0.298 -0.108 2.095
H 0.292 -3.154 -3.505
C -3.747 0.346 0.118
H -2.454 -2.870 1.032
C -2.351 -2.344 0.080
V 0.839 -0.314 -1.319
H 0.638 -3.088 -0.144
H 0.903 -3.952 2.133
H 3.862 2.565 1.657
H -4.472 -0.163 0.762
Br 2.666 1.400 -0.842
H -1.214 3.280 0.474

Charge: +2
LUMO energy (eV): -8.713
Energy above the lowest of the compared OMol25 structures with the same formula, charge and spin (kcal per mole): 2.1

Results of the Löwdin charge analysis, in e, for atoms 1 through 2:
1 H 0.058
2 H 0.036

***

3.
Entry from the Open Molecules 2025 dataset: a molecular structure, C18H28CeCl3N4O6PSSiTe at a distorted geometry (ωB97M-V/def2-TZVPD).

Element x y z (Å)
H -3.824 -2.601 -0.896
Te -3.844 0.756 -0.650
C -0.541 5.337 -0.380
Cl 1.031 -2.798 -4.904
H -2.520 -3.451 -2.896
H -2.324 1.979 3.763
C 1.525 -1.085 -3.172
C 4.466 -1.010 1.158
H -0.947 2.177 4.757
C 2.106 -1.405 -4.478
Ce 1.263 -0.621 0.292
C -1.348 1.515 3.956
H -1.406 4.927 -0.885
H 6.274 -1.911 1.966
H -4.080 -0.497 1.818
C -2.296 -0.320 -5.137
H -0.614 6.419 -0.489
H -2.068 -0.530 3.753
H -2.969 -2.643 0.664
H 4.195 1.342 3.704
O 3.753 -2.464 -0.487
S 0.108 -3.316 1.257
C -2.200 -1.324 -2.911
H -2.316 0.561 -5.756
H 4.536 -0.307 4.228
C 4.651 0.411 3.405
C 3.909 -0.105 2.150
H -0.413 -0.410 4.409
N 1.385 -0.785 -2.046
N 2.636 0.329 2.010
C -2.495 -1.580 -5.683
H -2.829 -3.653 -5.314
C -4.710 0.215 1.303
O 2.198 1.063 3.130
C -2.843 -2.597 -0.422
H -2.246 -3.486 -0.671
H 0.219 5.503 1.674
H 0.394 5.061 -0.886
H 5.950 -2.221 0.187
N 3.574 -1.492 0.272
H -1.494 5.147 1.604
Si -2.012 -1.017 -1.034
C -0.534 4.968 1.099
H -5.697 -0.200 1.140
H 6.563 -0.648 0.777
Cl 1.606 0.031 -5.386
O -0.062 1.205 0.504
C -2.106 -0.217 -3.752
H -2.584 -1.653 -6.765
C -1.416 0.038 4.416
H -4.738 1.161 1.860
H -1.890 0.004 5.390
Cl 3.890 -1.667 -4.172
P -1.012 2.154 1.271
C -2.469 -2.558 -3.503
H 1.275 1.375 2.854
O 0.269 -3.278 -0.221
C -2.596 -2.673 -4.874
H 5.715 0.555 3.219
O -0.098 3.525 1.264
C 5.894 -1.501 1.018
H -1.834 0.736 -3.315
N 0.506 -2.022 1.966
O -0.518 1.552 2.851

Charge: -1
Spin multiplicity: 2
⟨S²⟩: 0.7509
LUMO energy (alpha / beta) (eV): 1.428 / 1.428

Results of the Löwdin charge analysis, in e, for atoms 1 through 2:
1 H 0.010
2 Te 0.710

***

4.
Entry from the Open Molecules 2025 dataset: a molecular structure, C18H28CrN3O6S (ωB97M-V/def2-TZVPD).

Element x y z (Å)
Cr 0.319 -0.332 0.756
H 1.894 3.714 -2.437
N 3.317 -0.435 2.567
H 0.419 4.268 -3.231
H 1.861 -5.138 0.144
H 4.947 -1.492 3.306
S -1.238 -1.588 -0.508
C 2.021 1.639 -1.182
C 4.480 -1.299 2.344
H -3.600 1.254 -3.722
O 1.706 0.929 1.750
O -0.159 1.310 -0.217
O -5.016 3.384 -3.086
H 5.222 -0.821 1.709
C 2.783 -0.376 3.928
C 0.883 4.069 -2.267
H -1.415 4.184 -0.507
C -1.331 3.460 -1.319
N 0.075 3.094 -1.533
C -5.277 2.618 -2.203
C -2.451 -0.376 -0.963
H -4.819 1.672 0.355
C -3.513 0.948 -2.686
H 1.790 0.054 3.915
N 0.247 -4.182 1.082
H 0.607 -4.504 -0.947
H -1.717 3.902 -2.235
H -3.151 -0.005 1.028
H -6.559 1.970 -0.940
O -6.459 2.708 -1.555
H 2.738 -1.387 4.329
H -1.955 -0.483 -3.044
H 2.677 2.339 -0.662
H 4.183 -2.254 1.907
H -1.910 2.576 -1.075
C -0.733 -5.258 1.279
O 2.273 0.301 -0.784
H 0.934 5.003 -1.708
C 2.712 0.192 1.583
H -1.645 -5.044 0.723
C -4.335 1.548 -1.742
O 0.885 -2.069 1.632
H 2.222 1.698 -2.249
H 4.108 0.789 0.070
C -4.212 1.187 -0.404
H -0.305 -6.188 0.914
H -0.661 -3.075 2.510
C 0.139 -3.076 1.768
C -3.269 0.245 -0.017
H 3.664 -0.920 -0.009
C 3.284 0.079 0.179
C 1.175 -4.312 -0.038
C -2.594 -0.016 -2.304
H 3.427 0.234 4.560
C 0.565 2.024 -0.937
H -0.964 -5.373 2.334
H 1.729 -3.390 -0.160

Charge: +1
Spin multiplicity: 5
⟨S²⟩: 6.0181
LUMO energy (alpha / beta) (eV): -2.137 / -2.259

Results of the Löwdin charge analysis, in e, for atoms 1 through 2:
1 Cr 0.658
2 H 0.081

***

| no. | DFT total energy (eV) |
| --- | --- |
| 1 | -56726.5289 |
| 2 | -132637.5108 |
| 3 | -123155.7425 |
| 4 | -75129.4128 |